1.
C4H6O2 | wB97M-V/def2-TZVPD

Each line ends with the Mulliken charge.
CARTESIAN COORDINATES (ANGSTROEM)
C (1.86, 0.71, 0.23)  -0.43
O (1.95, -0.67, 0.41)  -0.39
C (0.76, -0.18, -0.23)  0.42
C (-0.44, -0.04, 0.57)  -0.88
C (-1.68, 0.06, -0.25)  -0.16
O (-1.81, -1.35, -0.03)  -0.40
H (1.73, 1.30, 1.14)  0.29
H (2.50, 1.15, -0.54)  0.26
H (0.72, -0.40, -1.31)  0.38
H (-1.58, -1.35, 0.96)  0.42
H (-1.60, 0.21, -1.33)  0.24
H (-2.51, 0.64, 0.18)  0.24

Results
energy above the lowest of the compared OMol25 structures with the same formula, charge and spin = 5.642 eV
E_tot = -306.29894 Eh
orbital gap = 9.1919 eV
strongest force on any atom = 1.21 eV/A


2.
C15H37FN3O11S3 | wB97M-V/def2-TZVPD

Each line ends with the Mulliken charge.
CARTESIAN COORDINATES (ANGSTROEM)
C (5.57, -1.53, 3.17)  -1.37
C (4.30, -1.59, 2.27)  0.47
O (3.42, -0.56, 2.65)  -0.18
C (3.63, -2.94, 2.47)  -1.27
S (2.00, -3.21, 1.75)  1.19
O (1.16, -3.67, 2.83)  -0.68
O (2.20, -4.15, 0.67)  -0.71
N (1.57, -1.75, 1.17)  -0.13
S (0.04, -1.53, 0.98)  0.74
O (-0.74, -2.63, 0.52)  -0.52
O (-0.16, -0.28, 0.29)  -0.62
S (-0.73, -1.03, 2.99)  1.03
O (0.35, -0.67, 3.84)  -0.48
O (-1.65, -2.03, 3.42)  -0.59
F (-1.58, 0.27, 2.74)  -0.18
H (6.48, -1.68, 2.61)  0.31
H (5.53, -2.29, 3.95)  0.37
H (5.56, -0.58, 3.69)  0.34
H (4.67, -1.47, 1.26)  0.41
H (3.60, 0.19, 2.08)  0.14
H (4.27, -3.70, 2.05)  0.38
H (3.53, -3.13, 3.54)  0.47
C (-3.60, -2.83, -6.77)  -0.70
O (-4.39, -3.44, -5.78)  -0.34
C (-3.74, -4.46, -5.04)  -0.79
C (-3.45, -4.03, -3.62)  -0.16
N (-2.42, -3.00, -3.56)  -0.23
C (-2.26, -2.35, -2.25)  -0.68
C (-3.44, -1.60, -1.66)  -0.45
O (-3.81, -0.41, -2.35)  -0.41
C (-4.63, -0.60, -3.49)  -0.52
H (-4.26, -2.23, -7.40)  0.23
H (-2.84, -2.16, -6.35)  0.29
H (-3.10, -3.58, -7.40)  0.33
H (-2.82, -4.78, -5.54)  0.41
H (-4.42, -5.31, -5.01)  0.39
H (-3.11, -4.90, -3.05)  0.36
H (-4.40, -3.69, -3.18)  0.16
H (-2.63, -2.29, -4.25)  0.12
H (-1.44, -1.64, -2.35)  0.32
H (-1.93, -3.10, -1.53)  0.38
H (-3.14, -1.28, -0.67)  0.30
H (-4.32, -2.24, -1.53)  0.30
H (-5.32, -1.43, -3.36)  0.27
H (-4.03, -0.75, -4.40)  0.14
H (-5.21, 0.32, -3.63)  0.29
C (0.72, 6.04, -0.34)  -0.67
O (1.05, 6.30, 1.01)  -0.34
C (0.02, 6.01, 1.94)  -0.79
C (0.34, 4.79, 2.78)  -0.17
N (0.29, 3.57, 1.99)  -0.16
C (0.83, 2.38, 2.66)  -0.33
C (2.29, 2.39, 3.10)  -0.70
O (3.23, 2.37, 2.04)  -0.45
C (3.51, 3.62, 1.44)  -0.65
H (1.50, 6.48, -0.96)  0.23
H (0.69, 4.96, -0.56)  0.27
H (-0.24, 6.48, -0.61)  0.34
H (-0.94, 5.89, 1.43)  0.41
H (-0.06, 6.87, 2.60)  0.39
H (-0.40, 4.72, 3.59)  0.32
H (1.32, 4.96, 3.24)  0.18
H (0.80, 3.72, 1.13)  0.06
H (0.70, 1.54, 1.97)  -0.07
H (0.21, 2.16, 3.53)  0.48
H (2.45, 1.46, 3.65)  0.35
H (2.52, 3.20, 3.80)  0.39
H (3.47, 4.43, 2.16)  0.30
H (2.83, 3.83, 0.61)  0.17
H (4.52, 3.57, 1.02)  0.31

Results
E_tot = -2880.00049 Eh
orbital gap = 8.8621 eV
strongest force on any atom = 1.84 eV/A
charge = -1


3.
C47H126N6O22 | wB97M-V/def2-TZVPD

Each line ends with the Mulliken charge.
CARTESIAN COORDINATES (ANGSTROEM)
C (-8.60, 2.12, -23.14)  -1.00
C (-7.35, 2.95, -22.84)  0.59
O (-6.70, 3.34, -24.05)  -0.32
C (-5.50, 2.86, -24.33)  1.04
O (-4.91, 2.03, -23.69)  -0.67
O (-5.09, 3.41, -25.47)  -0.33
C (-3.89, 2.86, -26.03)  -0.66
H (-9.42, 2.81, -23.37)  0.28
H (-8.91, 1.51, -22.29)  -0.07
H (-8.39, 1.49, -24.00)  0.45
H (-6.69, 2.48, -22.12)  -0.08
H (-7.71, 3.90, -22.44)  -0.11
H (-3.63, 1.86, -25.69)  0.35
H (-3.11, 3.55, -25.70)  0.20
H (-4.02, 2.88, -27.11)  0.26
C (-2.02, 5.93, -17.11)  -0.88
O (-1.70, 4.68, -17.66)  -0.39
C (-0.83, 4.88, -18.77)  -0.31
C (-0.57, 3.51, -19.41)  -0.97
N (-1.76, 2.97, -20.11)  0.98
C (-1.85, 1.51, -20.01)  -1.14
C (-3.03, 0.90, -20.75)  -0.27
O (-4.04, 0.71, -19.78)  -0.33
C (-5.21, 0.08, -20.25)  -0.73
H (-2.56, 5.78, -16.17)  0.30
H (-2.71, 6.55, -17.71)  0.27
H (-1.13, 6.52, -16.86)  0.50
H (0.12, 5.32, -18.49)  0.70
H (-1.33, 5.47, -19.55)  -0.05
H (-0.18, 2.84, -18.63)  0.30
H (0.26, 3.49, -20.12)  0.70
H (-2.45, 3.27, -19.42)  -0.72
H (-1.92, 1.16, -18.97)  0.53
H (-0.92, 1.05, -20.37)  0.50
H (-2.78, -0.04, -21.26)  0.57
H (-3.38, 1.55, -21.56)  -0.09
H (-5.92, 0.20, -19.44)  0.22
H (-5.12, -0.95, -20.60)  0.50
H (-5.64, 0.51, -21.17)  0.20
C (-3.23, 6.12, -23.74)  -0.30
O (-3.94, 6.47, -22.57)  0.27
C (-3.65, 5.65, -21.48)  1.34
C (-4.90, 5.00, -20.79)  0.09
N (-5.35, 5.77, -19.64)  1.34
C (-5.77, 7.11, -20.00)  -0.54
C (-5.92, 7.94, -18.75)  -0.39
O (-4.69, 8.05, -18.09)  0.14
C (-4.61, 9.06, -17.13)  0.43
H (-2.16, 6.18, -23.56)  0.09
H (-3.39, 6.87, -24.52)  -0.06
H (-3.54, 5.16, -24.17)  0.09
H (-3.08, 6.14, -20.67)  -0.69
H (-2.98, 4.81, -21.70)  -0.65
H (-4.49, 4.05, -20.44)  -0.32
H (-5.70, 4.90, -21.52)  -0.37
H (-4.76, 5.75, -18.83)  -0.31
H (-6.68, 7.11, -20.60)  -0.20
H (-5.06, 7.62, -20.67)  -0.13
H (-6.78, 7.53, -18.21)  0.13
H (-6.25, 8.91, -19.14)  0.16
H (-4.14, 9.98, -17.48)  0.01
H (-4.06, 8.74, -16.24)  -0.21
H (-5.62, 9.35, -16.80)  -0.07
C (1.34, 6.48, -21.64)  -0.48
O (2.54, 6.57, -22.34)  -0.40
C (2.82, 7.85, -22.87)  -0.45
C (4.15, 7.85, -23.61)  -0.23
N (4.82, 9.15, -23.46)  -0.43
C (6.27, 8.95, -23.45)  -0.85
C (6.89, 8.56, -22.10)  -0.41
O (6.39, 9.37, -21.07)  -0.34
C (6.79, 8.99, -19.78)  -0.76
H (0.51, 6.36, -22.35)  0.20
H (1.06, 7.41, -21.13)  0.27
H (1.32, 5.75, -20.83)  0.16
H (2.85, 8.55, -22.03)  0.24
H (1.98, 8.08, -23.54)  0.26
H (4.13, 7.69, -24.69)  0.30
H (4.61, 7.01, -23.07)  0.24
H (4.61, 9.56, -22.56)  0.33
H (6.87, 9.80, -23.79)  0.34
H (6.48, 8.14, -24.16)  0.37
H (7.98, 8.51, -22.16)  0.45
H (6.67, 7.50, -21.89)  0.28
H (7.79, 9.38, -19.57)  0.28
H (6.66, 7.92, -19.63)  0.33
H (6.18, 9.41, -18.98)  0.26
C (-4.43, 12.40, -18.23)  -0.88
O (-3.14, 12.02, -17.84)  -0.44
C (-2.77, 12.40, -16.53)  -0.61
C (-1.72, 11.44, -15.97)  0.10
N (-1.94, 11.22, -14.54)  0.05
C (-1.08, 10.26, -13.89)  -0.92
C (-1.09, 8.83, -14.49)  -0.08
O (-0.36, 7.92, -13.72)  -0.42
C (0.97, 8.28, -13.42)  -0.77
H (-4.47, 13.51, -18.30)  0.36
H (-5.34, 12.17, -17.67)  0.36
H (-4.54, 12.27, -19.31)  0.22
H (-3.65, 12.31, -15.88)  0.17
H (-2.50, 13.46, -16.49)  0.38
H (-0.70, 11.70, -16.27)  0.26
H (-1.82, 10.45, -16.44)  -0.29
H (-2.03, 12.10, -14.06)  0.24
H (-1.32, 10.09, -12.84)  0.40
H (-0.05, 10.66, -13.97)  0.44
H (-0.75, 8.79, -15.53)  0.33
H (-2.15, 8.58, -14.52)  0.02
H (1.50, 8.68, -14.29)  0.32
H (1.55, 7.40, -13.16)  0.28
H (1.06, 8.96, -12.57)  0.29
C (-12.96, 2.89, -18.68)  -0.50
O (-12.83, 3.59, -19.90)  -0.43
C (-11.56, 3.49, -20.51)  -0.53
C (-10.46, 4.23, -19.74)  0.90
N (-10.75, 5.65, -19.57)  -0.23
C (-9.53, 6.39, -19.48)  0.57
C (-9.74, 7.75, -18.77)  -0.88
O (-8.97, 8.70, -19.51)  -0.17
C (-9.18, 10.05, -19.13)  -0.72
H (-14.01, 2.99, -18.42)  0.30
H (-12.26, 3.32, -17.96)  0.18
H (-12.78, 1.81, -18.77)  0.20
H (-11.62, 3.99, -21.48)  0.40
H (-11.32, 2.43, -20.59)  0.33
H (-9.51, 4.02, -20.26)  -0.26
H (-10.28, 3.72, -18.79)  -0.69
H (-11.35, 5.92, -20.34)  0.32
H (-9.03, 6.58, -20.45)  0.06
H (-8.80, 5.82, -18.91)  -0.50
H (-9.53, 7.78, -17.69)  0.39
H (-10.79, 8.06, -18.77)  0.60
H (-9.53, 10.08, -18.09)  0.35
H (-9.81, 10.59, -19.82)  0.26
H (-8.20, 10.54, -19.15)  0.11
C (-8.72, -1.07, -19.71)  -0.57
O (-8.67, -0.22, -18.57)  -0.32
C (-9.76, 0.67, -18.45)  0.07
C (-9.51, 1.65, -17.33)  -1.18
N (-8.40, 2.55, -17.71)  0.02
C (-8.23, 3.57, -16.66)  -1.08
C (-6.78, 4.06, -16.74)  0.03
O (-5.87, 3.00, -16.66)  -0.55
C (-4.77, 3.11, -17.59)  0.52
H (-8.99, -0.48, -20.59)  0.13
H (-9.54, -1.79, -19.60)  0.33
H (-7.78, -1.60, -19.67)  0.24
H (-10.73, 0.17, -18.31)  0.39
H (-9.87, 1.17, -19.43)  -0.35
H (-9.21, 1.02, -16.48)  0.56
H (-10.37, 2.23, -17.02)  0.66
H (-7.60, 1.93, -17.67)  0.20
H (-8.47, 3.26, -15.63)  0.48
H (-8.96, 4.38, -16.79)  0.38
H (-6.52, 4.76, -15.93)  0.44
H (-6.70, 4.54, -17.73)  -0.15
H (-5.10, 2.57, -18.48)  0.08
H (-3.90, 2.64, -17.13)  0.32
H (-4.49, 4.15, -17.75)  -0.55
C (-0.58, 3.27, -23.51)  -0.33
O (-0.13, 2.65, -22.33)  -0.61
H (-0.69, 2.52, -24.31)  0.34
H (-1.58, 3.69, -23.37)  -0.21
H (0.10, 4.04, -23.87)  0.26
H (-0.71, 2.97, -21.60)  0.40
C (-5.21, 9.81, -13.29)  -0.68
O (-5.26, 10.94, -14.18)  -0.69
H (-5.83, 10.08, -12.44)  0.35
H (-5.44, 8.87, -13.79)  0.21
H (-4.19, 9.72, -12.90)  0.28
H (-4.34, 11.16, -14.38)  0.22
C (-5.01, 10.20, -22.19)  0.20
O (-4.01, 11.26, -22.13)  -0.67
H (-5.24, 9.98, -21.14)  -0.34
H (-5.93, 10.58, -22.62)  0.35
H (-4.49, 9.40, -22.70)  0.12
H (-3.38, 11.04, -21.44)  0.35
C (-2.00, 9.46, -19.92)  -0.26
O (-2.01, 10.88, -20.01)  -0.73
H (-1.03, 9.22, -19.45)  0.29
H (-2.77, 9.00, -19.29)  -0.20
H (-1.77, 9.00, -20.89)  0.42
H (-2.45, 11.21, -19.20)  0.58
C (-3.34, 7.22, -27.60)  -0.62
O (-4.42, 6.43, -27.12)  -0.42
H (-3.72, 8.22, -27.81)  0.29
H (-2.59, 7.23, -26.81)  0.21
H (-2.93, 6.84, -28.54)  0.26
H (-5.23, 6.59, -27.61)  0.26
C (-7.43, 7.47, -24.74)  -0.26
O (-6.25, 7.90, -25.43)  -0.47
H (-8.28, 8.13, -24.92)  0.34
H (-7.69, 6.48, -25.13)  0.22
H (-7.23, 7.32, -23.68)  -0.04
H (-5.74, 7.13, -25.68)  0.27
C (-8.70, 10.48, -15.41)  -0.28
O (-8.00, 10.39, -14.14)  -0.53
H (-8.70, 11.51, -15.75)  0.30
H (-8.28, 9.78, -16.13)  -0.05
H (-9.72, 10.23, -15.14)  0.32
H (-7.11, 10.69, -14.38)  0.38

Results
E_tot = -3849.65978 Eh
orbital gap = 8.7100 eV
strongest force on any atom = 3.41 eV/A